(1)
Molecular formula: C45H42ClCsN7O9STe
Method: DFT, ωB97M-V/def2-TZVPD

Computed properties:
HOMO-LUMO gap = 6.01 eV
net charge = -1
HOMO level = -4.48 eV
F_max = 1.17 eV/Å
relative energy (zero: lowest compared OMol25 entry of this formula, charge and spin) = 70.30 kJ/mol
E_tot = -107403.98068 eV

Element x y z (Å)
C: 3.43 -0.67 0.89
C: 4.67 2.82 1.54
H: 0.35 -2.41 -0.28
O: 5.67 6.73 -2.80
C: -4.07 1.63 -1.66
O: 2.94 -7.41 -1.46
N: -0.07 -1.79 2.37
C: -2.67 1.02 2.82
O: 3.83 7.85 -2.69
H: 5.59 3.35 1.74
C: 2.17 -5.25 -0.68
C: -3.54 2.15 -2.90
O: -1.67 0.67 -3.15
N: -2.18 -4.35 0.11
H: 1.37 3.25 0.96
H: -2.59 -5.94 -1.72
H: 0.07 -4.83 -0.77
H: -4.34 -0.26 2.32
H: 0.90 0.00 2.53
H: -5.46 0.99 6.57
H: 1.84 6.55 -2.30
C: 3.60 -3.36 -0.22
C: -2.44 -3.97 -1.19
C: 2.30 3.14 -2.05
C: 2.33 2.76 1.12
H: -0.93 -5.40 3.57
H: -0.17 5.60 -1.98
C: -0.91 -2.79 4.37
C: 0.21 -0.68 4.46
O: -0.50 3.78 -1.19
H: -4.51 -0.06 4.56
H: -1.09 2.02 -5.26
C: -0.72 -2.78 3.00
C: -3.32 1.64 4.03
Cs: -0.68 0.98 -0.69
H: 3.20 -2.12 -4.58
C: -1.42 -5.26 2.61
C: 2.48 -2.53 -0.12
C: 4.68 1.44 1.41
H: 0.58 0.19 5.00
N: 2.54 -1.16 0.13
H: 5.59 0.87 1.50
H: -0.94 -5.94 1.89
N: -1.65 -3.45 0.97
H: -1.43 -3.60 4.86
O: 1.70 2.06 -1.89
H: -2.47 -5.56 2.72
C: 3.48 3.50 1.39
H: -4.83 3.31 7.17
C: -3.50 3.54 5.50
H: 5.49 4.34 -2.58
C: -2.95 2.94 4.38
O: -3.56 0.82 -0.89
C: 3.48 0.80 1.11
H: -2.96 -0.35 1.21
C: -0.44 -1.71 5.11
H: 3.66 -6.81 -1.70
H: -0.17 -3.05 -4.30
C: -3.87 3.84 -4.60
C: 1.06 -4.41 -0.60
H: -5.07 2.04 -1.40
C: -1.29 -3.84 2.13
H: 4.25 2.22 -2.24
N: 4.45 6.79 -2.67
H: 4.20 -1.28 1.38
H: -5.17 3.56 -2.94
H: -1.07 -1.62 -4.83
H: -2.85 -1.09 2.82
C: 2.36 5.60 -2.28
C: 2.81 -2.02 -3.57
H: 4.32 -5.34 -0.53
C: 1.64 4.44 -2.04
C: -1.99 2.36 -4.76
C: -4.40 2.84 6.29
O: -1.67 1.53 2.35
C: -0.08 -2.08 -4.77
C: -4.28 3.22 -3.45
Te: 1.07 -0.77 -3.54
C: 3.73 5.57 -2.47
C: -3.25 -0.24 2.25
C: -2.71 3.40 -5.26
C: 1.21 -3.06 -0.34
H: -2.39 3.91 -6.16
O: 0.86 -7.23 -0.75
H: -3.23 4.55 5.76
H: 2.59 -3.00 -3.15
C: -4.76 1.54 5.95
Cl: -4.79 5.18 -5.26
H: 0.35 -2.16 -5.76
C: -4.23 0.95 4.82
C: 1.91 -6.69 -0.96
N: 2.32 1.44 1.00
C: 4.42 4.34 -2.44
C: 3.44 -4.71 -0.49
H: 3.56 -1.52 -2.95
H: -0.60 -1.67 6.18
C: 3.74 3.18 -2.25
C: 0.23 4.60 -1.73
S: -2.20 -2.47 -1.80
H: -2.24 3.46 3.75
H: -3.02 -4.82 -2.90
C: 0.38 -0.77 3.08
H: 4.59 -2.95 -0.10
H: -2.39 -5.29 0.41
C: -2.36 1.65 -3.56
H: 3.43 4.58 1.46
N: -2.96 -5.02 -1.92

(2)
Molecular formula: C45H42CsN4O2S2Se
Method: DFT, ωB97M-V/def2-TZVPD

Computed properties:
HOMO-LUMO gap = 6.45 eV
net charge = -1
HOMO level = -4.47 eV
F_max = 2.55 eV/Å
relative energy (zero: lowest compared OMol25 entry of this formula, charge and spin) = 167.16 kJ/mol
E_tot = -144964.87084 eV

Element x y z (Å)
Cs: -1.06 -0.24 -1.59
C: 0.70 -5.61 0.75
C: -0.05 -0.50 1.77
C: -0.64 6.06 0.80
S: 1.72 -5.93 3.28
C: -0.50 -4.51 2.52
H: -3.07 2.44 4.95
C: -1.17 -4.17 0.23
H: 1.75 -3.13 2.25
C: -4.00 3.98 3.77
H: 0.55 2.83 0.69
C: -3.58 3.88 1.40
C: -4.02 0.54 -2.71
C: 2.77 -3.33 2.58
C: 0.10 3.73 0.25
H: -0.92 -0.73 2.38
C: -1.97 -3.44 -0.72
H: -4.79 5.37 2.34
C: 3.97 -2.94 -4.54
H: 6.79 -0.52 -1.61
H: -1.30 8.03 1.34
H: -2.84 1.50 -0.16
C: -2.60 2.24 2.87
H: 6.13 -2.37 0.00
C: -1.02 7.05 1.71
C: 1.65 -2.35 -3.91
H: -0.02 3.54 2.96
H: -6.65 2.71 -0.88
H: 4.63 -1.50 0.33
C: 5.11 -1.51 -2.46
C: -0.29 4.53 2.61
C: -1.03 6.78 3.07
C: 5.74 -0.71 -1.35
H: 1.18 -3.91 -2.46
C: 2.02 -1.32 -0.98
H: -3.74 4.27 0.41
H: -0.68 5.29 4.58
C: 0.92 0.49 2.01
H: -4.47 4.46 4.62
C: -2.78 2.76 1.58
C: 3.13 -2.27 -3.65
N: -5.30 -1.44 -2.32
C: -4.18 4.49 2.49
C: -4.83 2.71 -2.02
H: -0.06 -3.70 -3.70
H: 5.97 -3.46 -5.11
C: 5.91 -2.21 -3.35
H: -0.04 -5.25 -1.23
H: -1.35 1.34 0.82
C: -3.21 2.85 3.96
S: -1.26 3.13 -0.77
C: -0.28 4.79 1.25
C: 1.02 -3.69 -3.52
H: 1.67 -2.34 -1.18
H: 1.46 -4.51 -4.09
N: 0.20 -1.20 0.65
H: 0.98 1.15 2.86
H: 1.12 -1.56 -3.41
O: 3.87 -4.80 4.10
C: -0.17 -5.05 -0.18
C: 1.83 0.38 0.94
H: 1.51 -6.25 0.43
H: -4.73 3.79 -2.00
C: -0.66 5.51 3.52
H: -1.32 7.54 3.78
C: 5.67 -1.38 0.02
H: 6.98 -2.17 -3.24
C: 2.93 -4.60 3.38
C: 0.55 -5.32 2.11
H: 3.41 -3.41 1.70
C: -5.92 2.10 -1.40
C: -3.87 1.94 -2.67
C: 5.34 -2.93 -4.40
C: -2.55 -2.70 -1.48
H: -3.02 2.40 -3.16
H: 3.13 -2.51 3.19
H: 1.48 -2.19 -4.98
O: -0.58 2.18 -1.74
N: 2.98 -0.80 -1.64
H: 3.52 -3.48 -5.37
H: 5.24 0.26 -1.28
H: -2.11 -3.24 1.91
H: 2.75 0.93 0.78
Se: -3.79 -1.92 -3.06
C: -5.16 -0.08 -2.12
H: -6.94 0.25 -0.98
C: 1.36 -0.67 0.14
N: -3.11 -0.32 -3.32
C: -2.09 2.05 0.44
H: -0.64 6.27 -0.26
H: 0.77 4.12 -0.51
C: 3.71 -1.56 -2.58
C: -1.34 -3.93 1.59
H: -1.97 1.38 3.01
H: -0.62 -4.28 3.58
C: -6.09 0.72 -1.44
H: 6.17 -0.79 0.79